No. 1
{"formula": "C25H28BrN4O3Pd", "method": "ωB97M-V with the def2-TZVPD basis set", "elements": ["Pd", "Br", "C", "C", "C", "C", "O", "C", "C", "N", "C", "C", "C", "C", "C", "C", "C", "C", "N", "C", "C", "H", "H", "H", "H", "H", "H", "H", "H", "H", "H", "O", "C", "C", "C", "C", "C", "C", "N", "H", "H", "H", "H", "H", "H", "H", "H", "H", "H", "H", "C", "N", "C", "C", "O", "H", "H", "H", "H", "H", "H", "H"], "xyz": [[0.284870, 0.185289, -0.603779], [2.291592, -6.539529, -3.156804], [2.120732, -4.896565, -2.396947], [3.277074, -4.145618, -2.054517], [3.140732, -2.929680, -1.469229], [1.839388, -2.391443, -1.177728], [1.790594, -1.278212, -0.566095], [0.667462, -3.140545, -1.563926], [-0.686866, -2.673806, -1.330023], [-1.039307, -1.562614, -0.807177], [-2.400092, -1.212846, -0.536817], [-3.492807, -2.002608, -0.791599], [-4.788189, -1.572993, -0.442436], [-4.983690, -0.365129, 0.167543], [-3.877746, 0.469873, 0.452732], [-3.996856, 1.729247, 1.087207], [-2.882386, 2.483941, 1.337519], [-1.630183, 1.982678, 0.956812], [-1.501894, 0.811963, 0.364206], [-2.589171, 0.034669, 0.093951], [0.829197, -4.370976, -2.151718], [4.257800, -4.554096, -2.259518], [3.999158, -2.331321, -1.195001], [-1.463172, -3.380099, -1.621532], [-3.392299, -2.974946, -1.254607], [-5.628593, -2.219823, -0.652589], [-5.977804, -0.038415, 0.444604], [-4.978729, 2.083953, 1.377233], [-2.944722, 3.446079, 1.825785], [-0.720145, 2.540406, 1.144029], [-0.035041, -4.959232, -2.435635], [1.480678, 1.112998, 0.767445], [1.890545, 1.128351, 1.978121], [2.837368, 2.213491, 2.394064], [4.203141, 1.708683, 2.940629], [4.311249, 0.208201, 3.217738], [3.413050, -0.308385, 4.342222], [1.984071, 0.218772, 4.249517], [1.495669, 0.239791, 2.855727], [2.307746, 2.802771, 3.148694], [2.985544, 2.864087, 1.535870], [4.435961, 2.267735, 3.847548], [4.969603, 1.974245, 2.214942], [5.347807, -0.014957, 3.466659], [4.105352, -0.347898, 2.296200], [3.810280, -0.009512, 5.313426], [3.411184, -1.399341, 4.331583], [1.913454, 1.232793, 4.640231], [1.292158, -0.394031, 4.822227], [0.895361, -0.507606, 2.537959], [-2.868439, 2.465534, -4.433631], [-1.821785, 2.226158, -3.432099], [-1.382071, 3.379854, -2.646443], [-1.287209, 1.048545, -3.291915], [-0.347379, 0.771170, -2.484700], [-2.513527, 3.196357, -5.157961], [-3.757424, 2.856691, -3.941865], [-3.114401, 1.539359, -4.946026], [-1.394615, 4.259074, -3.285963], [-0.372236, 3.216367, -2.282413], [-2.063363, 3.545494, -1.811115], [-1.656681, 0.277607, -3.970619]], "forces_ev_per_a": [[-0.3251, -0.5475, -0.7039], [0.0109, -0.1838, -0.0903], [-0.0528, 0.1549, 0.0662], [-0.0301, 0.0330, 0.0144], [-0.0034, -0.0577, 0.0124], [0.0227, 0.0896, 0.1173], [0.2348, -0.0559, 0.0714], [-0.0885, 0.1353, -0.0413], [-0.0162, -0.1926, 0.0734], [-0.0549, 0.2628, -0.0171], [0.1292, -0.1457, -0.0222], [-0.0534, -0.0537, -0.0324], [0.0248, 0.0102, 0.0105], [0.0213, 0.0008, 0.0065], [-0.0763, 0.0216, 0.0138], [-0.0189, -0.0096, 0.0074], [0.0054, -0.0125, 0.0225], [-0.0567, -0.0464, 0.0772], [-0.0448, 0.1930, 0.0607], [0.0996, 0.1155, 0.0775], [0.0721, -0.0490, -0.0491], [-0.0065, -0.0105, -0.0184], [-0.0106, -0.0055, 0.0188], [0.0130, -0.0371, 0.0612], [-0.0081, 0.0032, -0.0033], [0.0031, 0.0011, -0.0103], [0.0008, -0.0056, -0.0034], [0.0051, 0.0003, -0.0070], [0.0038, -0.0054, 0.0006], [0.0003, 0.0050, -0.0359], [0.0186, -0.0167, -0.0069], [0.0647, 0.1432, 0.4232], [0.1538, 0.0165, -0.1160], [-0.0394, 0.0346, -0.0146], [0.0453, -0.0379, 0.0676], [-0.0433, 0.0294, -0.0221], [0.0485, -0.0111, -0.0340], [0.0417, -0.0345, 0.0190], [-0.0751, 0.0160, 0.0111], [0.0335, -0.0030, 0.0258], [-0.0261, -0.0004, -0.0139], [-0.0133, 0.0012, 0.0007], [-0.0091, 0.0191, -0.0126], [0.0092, -0.0234, -0.0023], [-0.0018, 0.0113, -0.0061], [-0.0123, 0.0153, 0.0042], [-0.0023, -0.0022, 0.0058], [-0.0202, 0.0120, -0.0186], [-0.0174, 0.0137, -0.0018], [-0.0125, -0.0163, -0.0021], [-0.0352, 0.0245, -0.0145], [0.0560, 0.0134, 0.0134], [-0.0004, -0.0022, 0.0200], [-0.0484, -0.0056, -0.1519], [0.0540, 0.2850, 0.0882], [0.0274, -0.0060, 0.0062], [0.0049, -0.0074, 0.0176], [0.0033, -0.0068, 0.0098], [0.0018, -0.0052, -0.0112], [0.0064, -0.0088, -0.0017], [-0.0201, -0.0044, -0.0144], [0.0073, -0.0511, 0.0549]], "mulliken_spin": [1.755, 0.193, 0.250, -0.035, 0.132, 0.151, 0.398, -0.023, 0.015, 0.285, -0.055, 0.028, 0.003, 0.015, 0.014, -0.005, 0.013, 0.005, 0.265, 0.036, 0.086, 0.002, -0.001, 0.018, 0.000, 0.001, 0.000, 0.000, 0.000, 0.009, 0.001, 0.240, 0.013, 0.019, 0.000, 0.001, 0.000, -0.001, -0.015, 0.003, -0.003, 0.002, 0.000, 0.000, 0.000, 0.000, 0.000, 0.000, 0.001, -0.004, -0.001, 0.047, -0.005, -0.011, 0.149, 0.002, 0.002, 0.000, 0.001, 0.000, 0.002, 0.005], "spin_multiplicity": 5, "charge": 3, "e_homo_ha": [-0.6243, -0.6324]}



No. 2
{"formula": "C25H28F3LiO", "method": "ωB97M-V with the def2-TZVPD basis set", "elements": ["C", "C", "C", "C", "C", "C", "C", "C", "C", "F", "F", "F", "C", "C", "C", "C", "C", "C", "C", "O", "H", "H", "H", "H", "H", "H", "H", "H", "H", "H", "H", "H", "H", "H", "H", "H", "H", "H", "H", "H", "H", "C", "Li", "C", "C", "C", "C", "C", "C", "C", "C", "H", "H", "H", "H", "H", "H", "H"], "xyz": [[-4.122127, 0.529627, -2.861825], [-3.309099, 0.894356, -1.613180], [-3.105667, 2.405006, -1.612915], [-4.124061, 0.529535, -0.365412], [-1.956609, 0.138928, -1.609298], [-0.734297, 0.756228, -1.592634], [0.519244, 0.036492, -1.559353], [1.733264, 0.720463, -1.509770], [3.035673, 0.079965, -1.474738], [4.060156, 1.004232, -1.467018], [3.232168, -0.711603, -0.342731], [3.281111, -0.763139, -2.547784], [0.441264, -1.403061, -1.579698], [-0.739685, -2.085256, -1.604591], [-0.799696, -3.628995, -1.610624], [-1.529369, -4.136652, -0.360552], [0.598503, -4.238636, -1.610401], [-1.527011, -4.132611, -2.863581], [-2.006565, -1.335228, -1.614534], [-3.105866, -1.938872, -1.623921], [-4.326597, -0.543225, -2.875453], [-5.074513, 1.073246, -2.864587], [-3.559335, 0.798232, -3.762183], [-2.563030, 2.725985, -0.717214], [-2.559666, 2.725693, -2.506693], [-4.083362, 2.903804, -1.614745], [-3.562135, 0.797739, 0.535694], [-5.076270, 1.073394, -0.363314], [-4.328963, -0.543316, -0.351777], [-0.650462, 1.847309, -1.600126], [1.755812, 1.794958, -1.531110], [1.385990, -1.945638, -1.576581], [-2.552172, -3.751428, -0.336197], [-1.555934, -5.233788, -0.361209], [-0.996427, -3.797739, 0.535220], [1.156850, -3.934026, -2.502177], [1.152258, -3.945373, -0.712006], [0.520518, -5.332385, -1.616860], [-0.992664, -3.790789, -3.757295], [-1.553415, -5.229824, -2.866306], [-2.549908, -3.747982, -2.888376], [4.957027, 2.895517, 3.739438], [2.319719, 3.842727, 2.818261], [5.028302, 2.181894, 2.518983], [3.804552, 1.509486, 2.318438], [2.928299, 1.802179, 3.412368], [3.642893, 2.713202, 4.286722], [2.947738, 3.466841, 5.239497], [1.570077, 3.326174, 5.336204], [0.875787, 2.418735, 4.521894], [1.540771, 1.645719, 3.572221], [5.717960, 3.462742, 4.277488], [5.910422, 2.137076, 1.879059], [3.522183, 0.807993, 1.532305], [3.530181, 4.107759, 5.910097], [1.033084, 3.875116, 6.114478], [-0.190196, 2.258988, 4.702389], [1.033320, 0.882241, 2.978022]], "forces_ev_per_a": [[0.1194, -0.2528, -0.1770], [0.1956, 0.0159, -0.0178], [0.1041, 0.1101, -0.0089], [0.1327, -0.2605, 0.1731], [0.5325, 1.2869, 0.0262], [-1.4052, 0.2874, -0.0159], [1.9880, 0.9936, 0.0517], [-3.1744, -0.7997, -0.2582], [2.7896, -1.4349, 0.3551], [-1.2719, -0.9645, -0.0675], [-0.3378, 0.8895, -1.3449], [-0.3283, 0.9472, 1.0764], [-0.4839, -1.2772, 0.0113], [1.3277, -0.3438, 0.0316], [0.0548, 0.0691, -0.0173], [-0.1467, 0.2397, 0.1686], [0.1432, 0.0343, 0.0068], [-0.1496, 0.2299, -0.1629], [-1.9921, -1.1646, 0.0288], [2.1088, 1.1309, 0.0198], [-0.0534, 0.2472, -0.1102], [0.1916, -0.0433, 0.0187], [-0.1438, -0.0254, 0.0065], [-0.0342, 0.0705, -0.1185], [-0.0348, 0.0719, 0.1255], [0.2211, -0.1124, 0.0004], [-0.1422, -0.0264, -0.0052], [0.1908, -0.0442, -0.0230], [-0.0517, 0.2408, 0.1074], [-0.1965, -0.3689, 0.0245], [-0.0513, 0.2315, 0.0628], [-0.3650, 0.0914, 0.0255], [0.1826, -0.1827, 0.0945], [0.0296, 0.2212, -0.0104], [-0.1258, -0.1203, -0.0179], [0.0496, -0.0754, 0.1391], [0.0494, -0.0744, -0.1424], [-0.0084, 0.2149, -0.0003], [-0.1241, -0.1188, 0.0124], [0.0333, 0.2230, 0.0095], [0.1878, -0.1836, -0.0983], [-0.3979, -0.0132, 0.2722], [0.2508, -0.6278, 0.5493], [-0.2020, 0.0089, 0.9124], [-0.5477, -0.4237, -0.0657], [0.7555, 0.7531, -0.9179], [0.9280, 0.2525, -1.0277], [-0.1799, -0.1222, 0.5744], [0.5020, 0.7297, 0.8344], [-0.5079, -0.8925, -0.5892], [-0.4012, -0.1799, 0.4064], [-0.0583, -0.1126, -0.5414], [-0.3580, -0.0565, 0.1504], [0.3678, 0.3226, 0.1195], [-0.4500, 0.0072, -0.2248], [0.1093, -0.1314, -0.3436], [0.3074, 0.1259, -0.1828], [-0.1291, 0.3869, 0.0948]], "nbo_charge": [-0.608, -0.078, -0.606, -0.608, -0.024, -0.180, 0.003, -0.254, 0.948, -0.321, -0.331, -0.329, -0.225, 0.063, -0.100, -0.607, -0.609, -0.608, 0.465, -0.560, 0.241, 0.209, 0.204, 0.204, 0.207, 0.219, 0.204, 0.209, 0.240, 0.218, 0.234, 0.238, 0.236, 0.210, 0.206, 0.210, 0.211, 0.219, 0.204, 0.210, 0.237, -0.366, 0.961, -0.240, -0.409, -0.122, -0.201, -0.229, -0.319, -0.309, -0.283, 0.211, 0.216, 0.216, 0.218, 0.218, 0.219, 0.219], "e_homo_ha": -0.2397}



No. 3
{"formula": "C25H28F5NiO2S", "method": "ωB97M-V with the def2-TZVPD basis set", "elements": ["O", "C", "C", "H", "H", "C", "H", "H", "C", "H", "H", "H", "C", "H", "H", "H", "Ni", "C", "C", "C", "H", "C", "C", "H", "H", "H", "H", "C", "C", "C", "H", "C", "C", "H", "H", "H", "H", "O", "C", "C", "H", "H", "C", "H", "H", "C", "H", "H", "H", "H", "F", "C", "C", "F", "C", "F", "C", "S", "C", "F", "C", "F"], "xyz": [[-5.118797, 5.554431, -1.523566], [-6.423990, 5.203985, -2.091975], [-6.784886, 6.641256, -2.473524], [-7.070883, 4.778850, -1.317698], [-6.323885, 4.531602, -2.952578], [-5.411414, 6.952438, -1.804077], [-7.627577, 7.051575, -1.923184], [-6.788915, 6.834506, -3.543104], [-5.597198, 7.803390, -0.569039], [-6.376192, 7.399330, 0.081740], [-5.913428, 8.805494, -0.893938], [-4.664908, 7.905583, -0.006170], [-4.444216, 7.595482, -2.765427], [-4.353289, 7.019488, -3.688243], [-3.459010, 7.718282, -2.308107], [-4.825024, 8.593587, -3.023867], [0.756435, -0.594388, 0.251218], [1.748306, -0.472910, -1.443216], [0.730148, -1.528760, -1.543404], [-0.438386, -0.929963, -2.124941], [0.944381, -2.596088, -1.491058], [-0.163093, 0.425648, -2.390977], [1.144619, 0.729585, -1.942298], [1.633497, 1.700549, -2.037251], [2.799307, -0.663247, -1.234828], [-1.344561, -1.471369, -2.391759], [-0.804527, 1.093517, -2.970412], [1.776205, 0.017598, 1.809169], [1.962496, 1.111608, 0.880939], [0.780697, 1.921427, 0.922336], [2.885718, 1.336420, 0.363215], [-0.158553, 1.308478, 1.765316], [0.394540, 0.077217, 2.255431], [-0.068681, -0.578342, 2.982391], [2.539472, -0.656171, 2.184432], [0.669242, 2.897472, 0.450551], [-1.110499, 1.711763, 2.089120], [-2.119453, 1.552757, -0.204402], [-2.084631, 2.871774, -0.765284], [-3.365458, 3.063189, -1.575820], [-1.172533, 2.962119, -1.378909], [-2.012151, 3.609147, 0.055682], [-4.320569, 2.005936, -0.993576], [-3.166270, 2.850923, -2.636887], [-3.749097, 4.078242, -1.483051], [-3.361300, 0.905236, -0.533637], [-5.077623, 1.663413, -1.700609], [-4.826244, 2.432676, -0.116508], [-3.188786, 0.181479, -1.350812], [-3.703858, 0.357583, 0.355696], [1.754399, -6.922004, 3.355455], [1.234084, -5.842815, 2.742598], [-0.119173, -5.548452, 2.881631], [-0.928226, -6.355874, 3.604749], [-0.623050, -4.405070, 2.286617], [-1.943326, -4.136771, 2.401092], [0.186076, -3.506146, 1.550145], [-0.606843, -2.130117, 0.889312], [1.539746, -3.868535, 1.385827], [2.389490, -3.131899, 0.620250], [2.059000, -5.007745, 1.983289], [3.366370, -5.304119, 1.849116]], "forces_ev_per_a": [[-1.3032, 0.8713, -0.5718], [0.0843, -0.5330, 0.0646], [1.0825, -0.4968, 0.6398], [0.1248, -0.1659, -0.2066], [0.0340, -0.0899, 0.3536], [-0.6232, 0.8239, -0.3594], [-0.1137, 0.0819, -0.3237], [-0.2899, 0.0937, 0.0594], [0.1815, 0.1834, 0.1937], [0.1325, -0.0493, 0.0087], [0.0665, -0.2045, 0.1409], [-0.0904, -0.0590, 0.0141], [0.2837, 0.1813, -0.0140], [0.0690, -0.0477, 0.0987], [0.0091, -0.0722, -0.0989], [0.1086, -0.1959, 0.0288], [-1.3235, 0.3067, -0.0944], [-0.4071, -1.2572, -1.3492], [0.9479, 0.8988, -2.1757], [0.8947, -0.3758, 0.0466], [-0.2300, 0.4578, 0.2731], [0.9018, 0.3483, -0.1357], [-0.5693, -0.2599, -1.1891], [-0.1798, -0.3217, 0.1729], [-0.2516, 0.1827, -0.1272], [0.1737, 0.1837, 0.2429], [0.0555, -0.0612, 0.5528], [-0.2299, 0.8010, 0.7526], [-0.3672, 0.6092, 1.7574], [0.6344, -0.0169, 0.3759], [-0.1647, -0.0190, 0.0048], [0.7470, -0.6348, 0.5818], [1.3477, 1.9438, 0.7156], [0.1361, 0.1558, -0.2368], [-0.1588, -0.0125, -0.2610], [-0.0596, -0.4664, -0.1427], [0.0332, -0.1751, -0.4281], [-0.9655, 0.1677, -0.3121], [0.2741, -0.1963, 0.1703], [0.1101, -0.2462, -0.2708], [-0.2821, -0.0327, 0.1778], [-0.0402, -0.2531, -0.1597], [0.2754, 0.3768, 0.5131], [-0.0736, 0.0258, 0.1956], [0.1049, -0.2977, -0.1274], [0.3749, -0.0051, -0.2602], [0.0590, -0.0409, 0.0272], [-0.0296, -0.0757, -0.1606], [0.0351, 0.1314, 0.2711], [0.0906, 0.1240, -0.2511], [0.0243, -0.0804, -0.0044], [0.2027, 0.2081, -0.1781], [-0.0972, 0.2856, -0.1097], [0.3729, 0.1671, -0.2243], [0.3019, 0.0227, -0.0930], [0.5457, -0.2928, 0.1431], [-0.2110, -0.2459, -0.0382], [-1.4610, -1.9230, 0.4853], [-0.1207, 0.0001, 0.0719], [-0.5169, -0.3181, 0.4799], [-0.3971, -0.0662, 0.2443], [-0.2631, -0.0438, 0.0455]], "mulliken_spin": [0.000, 0.000, 0.000, 0.000, 0.000, 0.000, 0.000, 0.000, 0.000, 0.000, 0.000, 0.000, 0.000, 0.000, 0.000, 0.000, 1.187, 0.016, -0.048, 0.206, -0.007, -0.038, 0.189, 0.003, -0.011, 0.015, -0.002, -0.023, 0.148, 0.036, -0.011, 0.137, 0.034, 0.011, 0.003, 0.011, -0.001, -0.006, 0.003, 0.000, -0.002, 0.000, 0.002, 0.000, 0.000, 0.005, 0.000, 0.000, -0.003, -0.001, 0.000, -0.002, 0.002, 0.000, -0.043, -0.003, 0.004, 0.170, 0.014, 0.002, 0.001, 0.000], "spin_multiplicity": 3, "charge": -1, "e_homo_ha": [-0.1146, -0.1149]}



Calculated relative energy (zero: lowest compared OMol25 entry of this formula, charge and spin) in order - 0.276, 0.000, 0.296 eV